This record from the OMol25 dataset describes a cluster of 2 separate species, C6H14BrNO7S in total in a non-equilibrium geometry. The level of theory is wB97M-V/def2-TZVPD.

Atoms and positions in Å:
N1 2.29757 -1.88368 3.26056
C1 2.46768 -1.90728 1.82556
O1 1.74805 -3.06283 1.45118
O2 3.79323 -2.28078 1.43464
S1 4.59679 -0.85488 1.24231
O3 5.63045 -0.80429 0.20771
O4 5.01034 -0.45196 2.58728
O5 3.32367 -0.06980 0.54930
C2 2.08871 -0.59795 1.03420
Br1 1.35993 0.91176 2.07945
H1 3.03107 -1.33560 3.70306
H2 1.40847 -1.46028 3.49415
H3 0.99401 -2.80999 0.91431
H4 1.34046 -0.86609 0.27554
C3 -1.33639 -0.29262 -2.31776
O6 -1.12433 0.52472 -1.17615
C4 -1.26887 1.91139 -1.46095
C5 -2.62980 2.43122 -1.03002
O7 -3.67816 1.84062 -1.78571
C6 -4.32515 0.78439 -1.09582
H5 -1.49024 -1.31612 -1.97469
H6 -2.21438 0.01949 -2.88629
H7 -0.45341 -0.26780 -2.96474
H8 -1.09736 2.10786 -2.52302
H9 -0.49645 2.43721 -0.89212
H10 -2.66652 3.50878 -1.21424
H11 -2.78466 2.26805 0.04063
H12 -5.00818 1.19091 -0.34272
H13 -3.61202 0.11149 -0.61403
H14 -4.90450 0.21406 -1.82160

## Properties
* E: -3790.56077 Eh
* largest force on an atom: 3.3 eV/Å
* HOMO-LUMO gap: 9.76 eV

natural (NBO) population analysis, charges in e, atoms 1 to 4: -0.828 0.563 -0.670 -0.628

***

This record from the OMol25 dataset describes a structure of composition C9H21N6O12Pd in a non-equilibrium geometry. The level of theory is wB97M-V/def2-TZVPD.

Atoms and positions in Å:
Pd1 -1.70417 -14.22772 -4.91747
N1 -0.30104 -11.45639 -5.59863
O1 -0.02404 -12.65138 -5.88027
O2 0.52762 -10.61664 -5.95399
O3 -1.37011 -11.13119 -5.03542
N2 -0.26069 -14.38067 -2.35252
O4 -1.06955 -15.13074 -3.03805
O5 0.30918 -13.46629 -2.94278
O6 -0.10079 -14.64090 -1.14065
N3 -4.29001 -15.17785 -4.40445
O7 -3.55595 -15.70504 -5.24811
O8 -3.81742 -14.12481 -3.80497
O9 -5.46505 -15.54307 -4.26128
C1 0.84845 -16.05901 -4.83017
O10 0.05241 -15.60558 -5.67915
N4 0.69163 -17.14782 -4.11638
C2 -0.49221 -17.96599 -4.33324
C3 1.61549 -17.44880 -3.09050
H1 1.78515 -15.54067 -4.53568
H2 -1.00659 -17.65028 -5.25540
H3 -1.19330 -17.85750 -3.46276
H4 -0.15163 -19.03596 -4.30387
H5 1.12153 -17.45515 -2.09709
H6 2.23763 -18.36965 -3.27037
H7 2.26523 -16.56747 -3.03248
C4 3.36109 -14.20900 -5.85199
O11 3.68693 -15.31589 -6.12744
N5 3.96243 -13.39948 -4.93768
C5 3.22603 -12.23362 -4.55198
C6 5.02716 -13.98936 -4.18090
H8 2.45025 -13.75722 -6.24858
H9 2.90067 -12.32933 -3.51330
H10 2.29971 -12.07883 -5.13050
H11 3.75507 -11.32361 -4.60154
H12 4.86360 -15.07630 -4.24477
H13 5.99945 -13.72666 -4.62166
H14 4.94257 -13.58365 -3.22009
C7 -3.34482 -14.52906 -7.60407
O12 -2.36929 -14.02214 -7.12993
N6 -3.46818 -15.82274 -8.10248
C8 -4.69092 -16.31420 -8.62707
C9 -2.37765 -16.73566 -7.96125
H15 -4.32687 -14.10061 -7.49605
H16 -5.14177 -16.95405 -7.88128
H17 -4.50177 -16.93031 -9.53799
H18 -5.41024 -15.60568 -8.84207
H19 -2.64017 -17.50751 -7.16383
H20 -1.92717 -17.21196 -8.83482
H21 -1.58558 -16.14766 -7.58125

## Properties
* total charge: -1
* E: -1714.51515 Eh
* 2S+1: 3
* largest force on an atom: 3.5 eV/Å
* HOMO-LUMO gap (alpha / beta): 8.49 / 6.95 eV

natural (NBO) population analysis, charges in e, atoms 1 to 4: 1.422 0.714 -0.568 -0.509

***

This record from the OMol25 dataset describes a structure of composition C12H21Br6Cl3O9 in a non-equilibrium geometry. The level of theory is wB97M-V/def2-TZVPD.

Atoms and positions in Å:
C1 -5.88735 -0.15507 0.73914
O1 -5.25608 -0.46045 1.99329
C2 -5.94902 -1.47526 2.65848
O2 -6.91918 -1.98575 2.26342
O3 -5.32800 -1.82579 3.79682
C3 -4.28312 -1.04628 4.36216
H1 -5.79900 -0.95270 0.00205
H2 -5.38326 0.74253 0.40975
H3 -6.90520 0.13358 0.93027
H4 -4.13180 -1.49069 5.32576
H5 -4.69622 -0.04783 4.55812
H6 -3.33695 -1.03434 3.76638
C4 3.99835 -0.86293 -0.76038
O4 5.12526 -1.71410 -0.66753
C5 5.63449 -2.12024 0.46439
O5 6.38027 -3.03704 0.52836
O6 5.18392 -1.35997 1.44725
C6 5.25799 -1.99439 2.71001
H7 4.20386 0.11719 -0.42183
H8 3.16928 -1.16852 -0.09638
H9 3.59603 -0.78983 -1.75098
H10 6.23477 -2.28858 3.01998
H11 4.80045 -2.96010 2.56061
H12 4.75391 -1.44866 3.52408
C7 2.15902 0.83525 -5.65232
O7 0.90287 1.43549 -5.31965
C8 -0.31144 0.84707 -5.61504
O8 -0.46323 -0.31650 -6.01458
O9 -1.23604 1.81119 -5.62627
C9 -2.58192 1.45719 -5.99410
H13 2.28390 -0.13511 -5.16866
H14 2.96404 1.54813 -5.41579
H15 2.19015 0.71439 -6.74694
H16 -2.98417 0.79121 -5.27328
H17 -2.70427 0.90596 -6.94888
H18 -3.14244 2.37606 -6.02425
C10 -1.79893 1.71150 3.13388
Br1 -3.45405 2.54526 3.46067
Br2 -1.20683 0.69315 4.65538
Br3 -0.46037 2.92749 2.52473
H19 -1.97685 0.99955 2.30395
C11 0.26304 -0.35825 -1.16319
Br4 -1.45385 -0.35962 -0.34269
Br5 1.01441 1.36800 -1.22427
Br6 0.22251 -1.21830 -2.80833
H20 0.91291 -0.95640 -0.52367
C12 3.19959 1.94676 3.81411
Cl1 2.38577 0.60626 2.97003
Cl2 3.20158 3.34819 2.72562
Cl3 4.87185 1.47781 4.19977
H21 2.73930 2.22349 4.71054

## Properties
* E: -17971.60130 Eh
* largest force on an atom: 3.9 eV/Å
* HOMO-LUMO gap: 10.36 eV

natural (NBO) population analysis, charges in e, atoms 1 to 4: -0.255 -0.547 0.990 -0.584

***

This record from the OMol25 dataset describes the molecule C4H4Cl2 in a non-equilibrium geometry. The level of theory is wB97M-V/def2-TZVPD.

Atoms and positions in Å:
C1 1.91651 -1.04515 -0.19745
C2 1.02682 -0.25481 0.42147
C3 -0.20934 0.61463 0.53041
Cl1 0.10432 2.27748 -0.12763
C4 -1.16607 -0.13682 -0.27191
Cl2 -2.80998 0.15223 0.00120
H1 3.06208 -1.28541 -0.54610
H2 -0.45788 0.89054 1.67372
H3 -0.58283 0.10060 -1.24276
H4 -0.88364 -1.31329 -0.24092

## Properties
* E: -1075.03672 Eh
* largest force on an atom: 8.2 eV/Å
* HOMO-LUMO gap: 10.66 eV
* energy above the lowest of the compared OMol25 structures with the same formula, charge and spin: 3.419 eV

natural (NBO) population analysis, charges in e, atoms 1 to 4: -0.253 -0.035 -0.288 -0.040

***

- Number 4 is which compound?
  C4H4Cl2

***

- The highest largest force on an atom belongs to which entry?
  C4H4Cl2